(1)
DFT (ωB97M-V/def2-TZVPD) results for a 2-piece molecular cluster, C5H11ClN2O3 overall.

XYZ file:
```
22
Properties=species:S:1:pos:R:3
C -1.2418 -1.1005 -0.0794
C -1.9744 -0.1483 0.8821
C 0.2624 -1.1326 0.1983
C 0.9473 0.2271 0.0807
C 2.4625 0.0746 0.1111
H -1.0637 -0.0570 -1.8469
H -1.5515 -1.6000 -2.0539
H -1.6481 -2.0942 0.1468
H 0.4129 -1.5172 1.2127
H 0.7481 -1.8321 -0.4895
H 0.5924 0.8977 0.8703
H 0.7121 0.7039 -0.8816
H 4.1321 0.9584 0.8709
H 2.6573 1.7137 1.3752
H -3.1072 0.0872 -0.5671
H -1.6511 2.1930 -0.6749
N -1.6509 -0.7882 -1.4526
N 3.1322 1.0510 0.7843
O -1.5998 0.0683 2.0081
O 3.0354 -0.8358 -0.4623
O -3.0805 0.3928 0.3677
Cl -0.5257 2.7384 -0.4001
```

SMILES: NC(=O)CC[C@H](N)C(=O)O.Cl
highest occupied orbital energy: -9.8782 eV
HOMO-LUMO gap: 10.3 eV

=====

(2)
DFT (ωB97M-V/def2-TZVPD) results for a 13-piece molecular cluster, C20H28Cl37F3N2O6P2 overall.

XYZ file:
```
98
Properties=species:S:1:pos:R:3
N 0.2512 3.6197 0.4790
C 1.0978 3.3493 -0.3820
C 1.4258 1.9805 -0.7678
C 1.2441 0.9815 0.3560
C 0.1035 0.0740 0.0134
O -1.0269 0.9215 -0.1682
C -2.2631 0.3192 -0.1782
P -3.2445 0.7912 -1.7198
O -2.3804 1.9406 -2.4096
Cl -2.9846 -0.9184 -2.8910
P -3.2342 0.6272 1.3737
O -3.5334 -0.6309 1.9933
O -4.5361 1.3680 1.0633
O -2.3949 1.5020 2.3230
N 2.4679 0.3217 0.7292
C 3.0687 -0.5272 -0.2644
C 2.8503 -2.0222 -0.0453
O 1.8000 -2.2881 0.8257
C 2.6836 -2.7517 -1.3210
F 3.8060 -2.8252 -1.9534
F 1.7959 -2.2301 -2.1001
F 2.2988 -3.9808 -1.0864
H 0.1841 4.6250 0.5736
H 1.6379 4.1274 -0.8761
H 0.7435 1.7189 -1.5457
H 2.4109 1.9294 -1.1572
H 0.9259 1.5530 1.2004
H -0.0818 -0.6255 0.7970
H 0.2997 -0.4600 -0.8902
H -2.2128 -0.7464 -0.2119
H -2.7210 2.0668 -3.3007
H -5.2483 0.9235 1.5270
H -1.8928 0.8646 2.8411
H 2.3870 -0.1441 1.6138
H 2.7858 -0.2886 -1.2679
H 4.1229 -0.3784 -0.2153
H 3.7440 -2.4255 0.3823
H 1.7814 -3.2212 1.0219
C 4.8032 2.3102 -3.6894
Cl 4.0231 2.6197 -5.2365
Cl 4.4974 3.6294 -2.5594
Cl 4.2651 0.7695 -3.0153
H 5.8683 2.2497 -3.8534
C -4.9413 -3.4697 1.8882
Cl -6.7078 -3.5597 1.9435
Cl -4.2267 -4.7867 2.8112
Cl -4.3710 -3.4987 0.2303
H -4.6347 -2.5309 2.3282
C 3.3908 2.1660 4.0884
Cl 3.7516 3.8530 4.4661
Cl 1.7334 1.9813 3.5135
Cl 4.5160 1.5418 2.8963
H 3.4936 1.5882 4.9953
C 6.4106 -3.7775 2.6552
Cl 5.6517 -3.5122 1.0810
Cl 6.0650 -2.4316 3.7387
Cl 5.8770 -5.3013 3.3541
H 7.4789 -3.8275 2.5082
C -8.7322 -6.2352 0.0896
Cl -10.4940 -6.3236 0.1351
Cl -8.0163 -7.5494 1.0204
Cl -8.1481 -6.2554 -1.5725
H -8.4318 -5.2999 0.5366
C -2.6507 -0.5674 -6.8619
Cl -3.0270 -0.1150 -8.5209
Cl -3.0647 0.7293 -5.7412
Cl -3.4703 -2.0653 -6.4216
H -1.5816 -0.7279 -6.7919
C 0.3141 5.3415 5.4443
Cl -0.3714 4.9317 7.0179
Cl -0.7103 4.8815 4.0873
Cl 0.6415 7.0714 5.3588
H 1.2564 4.8221 5.3590
C -0.2796 -1.9826 -11.3360
Cl 1.4703 -2.1912 -11.2194
Cl -1.0525 -2.2960 -9.7837
Cl -0.6751 -0.3636 -11.9066
H -0.6572 -2.6970 -12.0517
C -3.3298 5.2534 -1.1202
Cl -3.0454 4.0941 0.1696
Cl -1.8804 5.4726 -2.1017
Cl -4.6924 4.7543 -2.1267
H -3.5761 6.2026 -0.6697
C 1.4272 0.1217 -8.2267
Cl 3.1771 -0.0520 -8.1569
Cl 0.7031 -0.2242 -6.6508
Cl 0.9727 1.7293 -8.7788
H 1.0451 -0.5991 -8.9333
C 0.6255 1.8997 9.4387
Cl -0.9060 1.2811 10.0453
Cl 1.9876 1.1926 10.3078
Cl 0.7594 1.6364 7.6921
H 0.6529 2.9654 9.6090
C 1.8814 -2.7924 8.9849
Cl 1.5534 -1.1764 8.3607
Cl 0.4123 -3.5315 9.6098
Cl 2.6301 -3.8107 7.7512
H 2.5762 -2.6991 9.8062
```

highest occupied orbital energy: -8.4222 eV
HOMO-LUMO gap: 8.5 eV

=====

(3)
DFT (ωB97M-V/def2-TZVPD) results for C26H39MoNOP2Si as an isolated structure.

XYZ file:
```
71
Properties=species:S:1:pos:R:3
Mo -0.2630 0.2043 -0.6995
Si 2.1486 0.3490 -1.2595
P -0.8262 0.6732 -3.0822
N -0.2728 -1.5551 -1.0151
H -0.4858 3.2515 1.3832
C -2.6004 0.9842 -3.5454
H -2.7291 1.1248 -4.6340
H -2.9570 1.8844 -3.0168
H -3.2087 0.1256 -3.2137
C 0.0143 2.1312 -3.8508
H -0.3205 2.2995 -4.8898
H 1.1030 1.9564 -3.8373
H -0.2008 3.0263 -3.2436
C -0.3697 -0.7147 -4.2064
H -0.5150 -0.4456 -5.2672
H -0.9887 -1.5914 -3.9545
H 0.6858 -0.9742 -4.0236
C 2.8302 2.1375 -1.0868
H 2.5881 2.5585 -0.0945
H 2.3830 2.8071 -1.8429
H 3.9290 2.1619 -1.2102
H 3.0800 -0.5001 -0.4169
H 2.5345 -0.0741 -2.6633
C -0.2617 -2.9088 -1.2033
C -1.3698 -5.0867 -1.1280
C -1.4068 -3.7028 -0.9302
C 0.9145 -3.5482 -1.6794
C 0.9361 -4.9317 -1.8713
C -0.2021 -5.7100 -1.5982
H -2.2611 -5.6869 -0.9130
H -2.3110 -3.2066 -0.5637
H 1.7929 -2.9291 -1.8863
H 1.8507 -5.4110 -2.2382
H -0.1790 -6.7939 -1.7508
C -1.0264 3.2282 0.4096
O -0.7576 2.0027 -0.2156
C -2.5295 3.3482 0.6941
H -2.8699 4.3821 0.5049
H -2.7567 3.0929 1.7443
H -3.0972 2.6693 0.0352
C -0.5025 4.3751 -0.4625
H -1.2827 4.7279 -1.1600
H 0.3698 4.0377 -1.0494
H -0.1811 5.2204 0.1675
C 2.5883 -0.2908 2.6145
P 1.1734 -0.0899 1.4413
C 0.4551 -1.7435 1.7898
C 1.2448 -2.9032 1.9692
C 0.6532 -4.1326 2.2751
C -0.7312 -4.2359 2.3938
C -1.5292 -3.1124 2.1884
C -0.9437 -1.8812 1.8801
C 0.6108 1.2980 2.4951
C -0.5872 1.2187 3.2342
C -0.9767 2.2544 4.0875
C -0.1727 3.3848 4.2332
C 1.0266 3.4804 3.5271
C 1.4197 2.4484 2.6662
H 3.2733 -1.0922 2.2906
H 2.2308 -0.4968 3.6461
H 3.2425 0.6006 2.6246
H 2.3165 -2.8917 1.8834
H 1.2724 -5.0081 2.4223
H -1.1858 -5.1889 2.6307
H -2.6062 -3.1964 2.2575
H -1.5971 -1.0438 1.6961
H -1.2318 0.3676 3.1873
H -1.9020 2.1742 4.6444
H -0.4790 4.1807 4.8990
H 1.6517 4.3543 3.6465
H 2.3541 2.5566 2.1406
```

multiplicity: 3
ΔE to the lowest compared entry with this formula, charge and spin: 0.0 kcal per mole
highest occupied orbital energy (spin up / spin down): -4.9582 / -7.0764 eV
HOMO-LUMO gap (spin up / spin down): 5.2 / 7.1 eV
expectation value of S²: 2.033

=====

(4)
DFT (ωB97M-V/def2-TZVPD) results for C3H2AgNaO3 as an isolated structure.

XYZ file:
```
10
Properties=species:S:1:pos:R:3
O 0.6611 -1.7900 1.4100
C 1.5556 -1.4788 0.7066
C 2.0679 -0.7155 -0.2533
H 2.1950 -1.1659 -1.2400
H 2.7709 0.0659 0.0415
C -1.0550 1.0817 -0.5681
O -1.9591 0.6896 0.2158
O -1.0914 1.9980 -1.3796
Na -3.3334 2.4005 -0.7939
Ag -1.8114 -1.0855 1.8610
```

multiplicity: 2
ΔE to the lowest compared entry with this formula, charge and spin: 7.5 kcal per mole
highest occupied orbital energy (spin up / spin down): -11.1676 / -12.5744 eV
HOMO-LUMO gap (spin up / spin down): 6.1 / 7.5 eV
charge: +1
expectation value of S²: 0.754

=====

no.,E (eV),F_max (eV/Å)
1,-27009.7934,1.11
2,-526520.2026,3.66
3,-59441.5325,2.33
4,-17692.8329,3.06